# 1
# C2H4NaO2

C2H4NaO2 as an isolated structure (the ωB97M-V functional and the def2-TZVPD basis, the OMol25 dataset).

```
9
Properties=species:S:1:pos:R:3:mulliken_spin:R:1
H 2.566 -1.693 -1.288 0.0000
O 0.188 1.125 -0.325 0.3029
C -1.032 0.961 -0.148 0.0170
C -1.566 -0.115 0.605 0.6172
H -1.745 1.699 -0.559 0.0051
H -2.635 -0.327 0.571 0.0293
H -0.902 -0.778 1.162 0.0277
O 3.026 -1.194 -0.591 0.0009
Na 2.099 0.321 0.572 0.0000
```

Values from the calculation:
E_HOMO (alpha / beta): -7.06 / -7.06 eV
gap between HOMO and LUMO (alpha / beta): 6.77 / 4.38 eV
F_max: 0.99 eV/A
E_tot: -391.307598 Eh
2S+1: 2
expectation value of S²: 0.7668
net charge: 0
energy above the lowest of the compared OMol25 structures with the same formula, charge and spin: 0.000 eV

# 2
# C18H20ClN4OsS2

C18H20ClN4OsS2 as an isolated structure (the ωB97M-V functional and the def2-TZVPD basis, the OMol25 dataset).

```
46
Properties=species:S:1:pos:R:3:mulliken_spin:R:1
Os 1.064 0.392 -0.022 0.1390
C -0.438 -2.631 0.813 0.0003
C -1.002 -1.433 1.508 -0.0011
C -2.163 -1.625 2.288 -0.0130
C -2.658 -0.621 3.060 0.0149
C -1.952 0.599 3.119 -0.0185
C -2.308 1.635 4.018 0.1579
C -1.547 2.773 4.130 -0.0375
C -0.417 2.926 3.331 0.1124
C -0.065 1.949 2.399 -0.0024
S 1.325 2.141 1.431 0.5074
C -0.829 0.749 2.290 0.0819
N -0.400 -0.244 1.433 0.0024
H -0.548 -3.496 1.467 -0.0001
H 0.613 -2.499 0.586 0.0007
H -0.986 -2.852 -0.105 0.0016
H -2.635 -2.598 2.270 0.0007
H -3.550 -0.760 3.658 0.0007
H -3.186 1.500 4.638 0.0032
H -1.810 3.540 4.844 0.0012
H 0.206 3.806 3.424 -0.0034
N 2.385 1.261 -1.510 0.0012
C 1.765 2.429 -2.193 0.0175
C 0.315 2.100 -2.480 -0.0034
N -0.343 1.793 -1.184 0.0133
H 3.284 1.529 -1.118 0.0005
H 2.582 0.538 -2.199 0.0002
H 2.298 2.679 -3.109 0.0001
H 1.834 3.284 -1.518 -0.0094
H 0.257 1.215 -3.114 -0.0013
H -0.178 2.918 -3.003 -0.0011
H -1.321 1.548 -1.318 -0.0008
H -0.364 2.647 -0.630 -0.0001
S 3.588 -1.382 1.384 0.0138
C 2.433 -0.578 0.780 0.0174
Cl 2.664 -4.134 -3.116 -0.0002
C 1.405 -3.015 -2.815 -0.0033
C 0.188 -3.100 -3.473 0.0032
C -0.787 -2.169 -3.156 -0.0014
C -0.520 -1.203 -2.205 0.0051
N 0.661 -1.107 -1.577 -0.0010
C 1.608 -2.006 -1.888 0.0021
H 0.013 -3.875 -4.207 0.0000
H -1.755 -2.195 -3.637 0.0001
H -1.288 -0.501 -1.915 -0.0017
H 2.561 -1.926 -1.382 0.0006
```

Values from the calculation:
E_HOMO (alpha / beta): -14.16 / -14.75 eV
gap between HOMO and LUMO (alpha / beta): 7.90 / 6.21 eV
F_max: 0.42 eV/A
E_tot: -2263.744467 Eh
2S+1: 2
expectation value of S²: 0.7755
net charge: +2
energy above the lowest of the compared OMol25 structures with the same formula, charge and spin: 0.000 eV

# 3
# C38H60F15NO22

A 10-piece molecular cluster, C38H60F15NO22 overall in a non-equilibrium geometry (the ωB97M-V functional and the def2-TZVPD basis, the OMol25 dataset).

```
136
Properties=species:S:1:pos:R:3:lowdin_charge:R:1
C 2.337 -11.937 18.556 -0.0629
C 3.124 -12.863 19.396 -0.2788
N 3.759 -13.564 20.043 0.1179
H 1.917 -11.132 19.161 0.0667
H 1.511 -12.547 18.191 0.0702
H 2.880 -11.510 17.713 0.0817
C 0.399 -2.577 31.779 -0.0336
C -0.757 -3.546 32.183 -0.2508
O -0.800 -4.604 31.330 -0.0014
C -1.817 -5.508 31.452 -0.5688
O -2.766 -5.501 32.195 0.1420
O -1.675 -6.296 30.395 -0.0046
C -2.569 -7.409 30.185 -0.0094
H 0.235 -1.934 30.915 0.0716
H 1.312 -3.170 31.741 0.0684
H 0.499 -1.853 32.588 0.0680
H -1.738 -3.072 32.133 0.1237
H -0.743 -4.008 33.171 0.1271
H -3.522 -7.029 29.818 0.0770
H -2.806 -7.916 31.121 0.0992
H -2.162 -8.129 29.475 0.0815
C -1.294 -10.999 16.320 -0.0746
C -2.305 -11.923 16.889 -0.2096
O -2.080 -11.887 18.306 0.0338
C -2.782 -12.683 19.114 -0.5701
O -3.895 -13.277 18.950 0.0689
O -2.104 -12.652 20.214 0.0064
C -2.691 -13.095 21.454 -0.0122
H -1.341 -9.974 16.688 0.0662
H -1.351 -10.799 15.250 0.0845
H -0.264 -11.322 16.467 0.0699
H -2.311 -12.928 16.466 0.1325
H -3.270 -11.511 16.593 0.1266
H -3.553 -12.447 21.616 0.1005
H -1.964 -12.984 22.258 0.0821
H -3.130 -14.091 21.513 0.0963
C 1.173 -12.413 27.084 -0.0247
C -0.058 -12.028 28.000 -0.1710
O -1.222 -12.454 27.315 0.0141
C -2.447 -12.101 27.704 -0.5854
O -2.754 -11.172 28.434 0.1000
O -3.338 -12.834 27.062 0.0049
C -4.736 -12.657 27.205 -0.0325
H 1.494 -13.454 27.111 0.0732
H 2.079 -11.817 27.202 0.0506
H 0.834 -12.311 26.053 0.0585
H -0.228 -10.952 27.964 0.0960
H -0.012 -12.447 29.005 0.1295
H -5.161 -13.237 28.024 0.0974
H -5.240 -13.031 26.314 0.0962
H -4.944 -11.600 27.370 0.0807
C -3.297 -3.689 27.980 -0.0532
C -2.183 -3.454 27.032 -0.2367
O -1.147 -4.378 27.286 0.0403
C -0.006 -3.972 27.821 -0.5747
O 0.300 -2.819 28.169 0.0849
O 0.766 -5.038 27.952 -0.0066
C 2.037 -4.869 28.657 0.0030
H -3.678 -4.691 27.787 0.0621
H -4.057 -2.912 27.898 0.0900
H -2.983 -3.563 29.017 0.0870
H -1.965 -2.386 27.042 0.1260
H -2.506 -3.643 26.008 0.1265
H 2.653 -4.064 28.254 0.0951
H 2.543 -5.799 28.398 0.0751
H 1.988 -4.686 29.730 0.0871
C 3.129 -6.844 16.755 -0.0530
C 4.022 -6.788 18.041 -0.1835
O 3.263 -6.279 19.099 0.0261
C 2.402 -6.978 19.819 -0.3446
O 2.237 -8.190 19.692 0.1224
C 1.685 -6.124 20.925 -0.5318
F 1.738 -4.850 20.614 0.1846
F 0.393 -6.520 21.015 0.1550
F 2.390 -6.278 22.055 0.1730
H 2.191 -7.378 16.903 0.0557
H 3.624 -7.376 15.943 0.0715
H 2.977 -5.898 16.236 0.0737
H 4.938 -6.245 17.809 0.1249
H 4.377 -7.795 18.261 0.1193
C 2.809 -9.880 29.648 -0.0563
C 3.639 -9.021 28.728 -0.1891
O 3.412 -9.538 27.371 -0.0254
C 4.186 -8.975 26.351 -0.3189
O 4.964 -8.070 26.505 0.1618
C 3.908 -9.600 24.957 -0.5797
F 5.032 -9.755 24.299 0.2040
F 3.367 -10.831 25.053 0.1494
F 3.019 -8.810 24.403 0.1938
H 3.180 -10.904 29.680 0.0843
H 1.805 -9.929 29.225 0.0625
H 2.698 -9.451 30.644 0.0859
H 4.712 -9.048 28.916 0.1261
H 3.328 -7.977 28.765 0.1068
C -4.501 -8.618 25.999 -0.0378
C -4.950 -7.440 26.916 -0.1768
O -6.323 -7.583 27.322 0.0345
C -6.682 -6.748 28.327 -0.3538
O -5.998 -5.861 28.795 0.1514
C -8.134 -7.003 28.775 -0.4852
F -8.536 -6.276 29.863 0.1375
F -8.888 -6.444 27.740 0.1023
F -8.509 -8.245 28.923 0.2029
H -4.212 -9.484 26.595 0.0566
H -3.708 -8.359 25.298 0.0508
H -5.245 -8.915 25.259 0.0810
H -4.748 -6.455 26.495 0.1244
H -4.324 -7.490 27.806 0.0920
C 0.136 -9.994 22.314 -0.0561
C -0.287 -10.677 23.571 -0.2255
O -0.006 -9.897 24.728 -0.0100
C -0.794 -8.772 24.942 -0.2689
O -1.587 -8.384 24.070 0.1183
C -0.623 -8.094 26.320 -0.4794
F -1.842 -7.998 26.929 0.1455
F 0.298 -8.760 27.075 0.1421
F -0.154 -6.880 26.073 0.1882
H 0.159 -10.730 21.509 0.0799
H 1.136 -9.577 22.424 0.0804
H -0.451 -9.151 21.950 0.0686
H 0.255 -11.622 23.599 0.1236
H -1.335 -10.966 23.651 0.1224
C -0.006 -3.178 18.025 -0.0570
C -1.163 -3.832 17.389 -0.2714
O -1.623 -4.978 18.012 0.0121
C -1.025 -6.211 17.830 -0.2695
O -0.094 -6.508 17.060 0.1241
C -1.843 -7.251 18.648 -0.4908
F -1.027 -8.142 19.273 0.1310
F -2.682 -6.725 19.625 0.1246
F -2.567 -7.971 17.818 0.1799
H 0.226 -2.258 17.488 0.0918
H 0.820 -3.880 17.907 0.0767
H -0.277 -2.969 19.060 0.0938
H -1.014 -4.070 16.335 0.1353
H -2.000 -3.155 17.559 0.1327
```

Values from the calculation:
E_HOMO: -10.53 eV
gap between HOMO and LUMO: 10.83 eV
F_max: 4.66 eV/A
E_tot: -4691.967380 Eh
net charge: 0
SMILES: CCOC(=O)C(F)(F)F.CCOC(=O)C(F)(F)F.CCOC(=O)C(F)(F)F.CCOC(=O)C(F)(F)F.CCOC(=O)C(F)(F)F.CCOC(=O)OC.CCOC(=O)OC.CCOC(=O)OC.CCOC(=O)OC.CC#N

Q: Which of these has the highest E_tot?
A: C2H4NaO2